Model i:
Entry from the OMol25 dataset: 2 unconnected molecules or ions with the total composition C2H7OS (ωB97M-V/def2-TZVPD).

Geometry as ORCA input:
```
! RIJCOSX wB97M-V def2-TZVPD def2/J DEFGRID3
* xyz -1 1
S -2.94024 -0.20016 0.22910
H -2.50555 -0.87681 1.30400
C 0.64258 0.67734 -0.53422
O -0.29499 0.26417 -1.48640
C 1.03372 -0.41932 0.44131
H 0.27905 1.54227 0.04287
H 1.53766 1.00515 -1.06366
H -1.14690 0.12075 -1.00103
H 0.16177 -0.79491 0.97394
H 1.75821 -0.05614 1.17824
H 1.47468 -1.26235 -0.08414
*
```

Calculated values
Gap between HOMO and LUMO in Eh: 0.262

Atom charges from the Mulliken analysis, given in e for atoms 1 to 6: number 1, S, carries -0.83; number 2, H, carries -0.05; number 3, C, carries -0.29; number 4, O, carries -0.42; number 5, C, carries -0.74; number 6, H, carries 0.23



Model ii:
Entry from the OMol25 dataset: 2 unconnected molecules or ions with the total composition C2H7OS (ωB97M-V/def2-TZVPD).

Geometry as ORCA input:
```
! RIJCOSX wB97M-V def2-TZVPD def2/J DEFGRID3
* xyz -1 1
O 2.18591 -0.73166 -1.37188
H 1.33822 -0.34208 -1.70881
C -0.30990 0.67392 0.89531
C -1.16888 -0.35062 0.11126
S -1.02703 -0.18019 -1.68220
H 0.70411 0.29555 1.08063
H -0.67930 0.83543 1.91284
H -0.16322 1.58268 0.32638
H -0.97132 -1.35559 0.49614
H -2.17309 -0.13551 0.45852
H 2.26451 -0.29195 -0.51819
*
```

Calculated values
Gap between HOMO and LUMO in Eh: 0.253

Atom charges from the Mulliken analysis, given in e for atoms 1 to 6: number 1, O, carries -0.63; number 2, H, carries 0.25; number 3, C, carries -1.02; number 4, C, carries -0.48; number 5, S, carries -0.67; number 6, H, carries 0.14



Model iii:
Entry from the OMol25 dataset: 2 unconnected molecules or ions with the total composition C2H7OS (ωB97M-V/def2-TZVPD).

Geometry as ORCA input:
```
! RIJCOSX wB97M-V def2-TZVPD def2/J DEFGRID3
* xyz -1 1
C -0.13146 1.13648 1.75929
C -0.39267 0.69991 0.29613
S -0.11906 -1.08591 0.04424
H -0.62878 2.07408 2.03306
H -0.51341 0.26023 2.29130
H 0.91037 1.27552 2.05513
H -1.42050 0.97269 0.03174
H 0.21466 1.27353 -0.41328
H 1.10297 -2.44986 -3.34482
H 0.64433 -1.84744 -1.96717
O 0.33355 -2.30923 -2.78561
*
```

Calculated values
Gap between HOMO and LUMO in Eh: 0.242

Atom charges from the Mulliken analysis, given in e for atoms 1 to 6: number 1, C, carries -0.93; number 2, C, carries -0.46; number 3, S, carries -0.72; number 4, H, carries 0.30; number 5, H, carries 0.24; number 6, H, carries 0.24



Least stable = model iii



Model i:
Entry from the OMol25 dataset: 2 unconnected molecules or ions with the total composition C9H14 (ωB97M-V/def2-TZVPD).

Geometry as ORCA input:
```
! RIJCOSX wB97M-V def2-TZVPD def2/J DEFGRID3
* xyz 0 1
C 1.33248 -1.53399 -2.01909
C 0.54873 -1.69968 -0.75189
C -0.67060 -1.04072 -0.61995
C -1.43434 -1.15584 0.53833
C -0.95419 -1.91843 1.59589
C 0.26371 -2.56455 1.48449
C 1.00329 -2.45192 0.31613
H 0.73532 -1.84108 -2.88377
H 2.25250 -2.11412 -2.03912
H 1.58819 -0.48558 -2.18332
H -1.07380 -0.48668 -1.45268
H -2.40766 -0.69517 0.55191
H -1.54434 -2.01098 2.49633
H 0.61215 -3.12732 2.33811
H 1.94961 -2.97669 0.22747
C -0.23037 2.52615 0.08836
C -0.34433 3.97796 0.54037
H 0.81236 2.20122 0.06478
H -0.73900 1.85349 0.76640
H -0.57139 2.43357 -0.93558
H -1.38387 4.31518 0.49016
H 0.17220 4.66292 -0.14658
H 0.08335 4.13227 1.53324
*
```

Calculated values
Structure (SMILES): Cc1ccccc1.CC
Gap between HOMO and LUMO in Eh: 0.370

Atom charges from the Mulliken analysis, given in e for atoms 1 to 6: number 1, C, carries -1.36; number 2, C, carries 0.72; number 3, C, carries -0.26; number 4, C, carries -0.62; number 5, C, carries -0.40; number 6, C, carries -0.54



Model ii:
Entry from the OMol25 dataset: 2 unconnected molecules or ions with the total composition C9H14 (ωB97M-V/def2-TZVPD).

Geometry as ORCA input:
```
! RIJCOSX wB97M-V def2-TZVPD def2/J DEFGRID3
* xyz 0 1
C -0.64880 -2.84656 -1.59858
C -0.45294 -1.38133 -1.34301
C -1.11634 -0.72150 -0.30654
C -0.73545 0.55845 0.06581
C 0.09868 1.33750 -0.72398
C 0.57236 0.72748 -1.90030
C 0.24726 -0.55091 -2.25733
H 0.11282 -3.22871 -2.27929
H -1.62430 -2.97589 -2.06192
H -0.50445 -3.38646 -0.66497
H -1.85213 -1.31058 0.22690
H -1.19718 0.96850 0.94911
H 0.26247 2.36611 -0.44899
H 1.06868 1.48648 -2.50513
H 0.63468 -1.00643 -3.16060
C 1.19396 2.02034 3.13435
C 0.52251 0.65807 3.31262
H 0.64408 2.77983 3.69756
H 2.26833 2.00473 3.30468
H 1.13660 2.41769 2.11202
H -0.46284 0.68587 2.87003
H 0.52444 0.28879 4.33850
H 1.19030 -0.07954 2.85060
*
```

Calculated values
Structure (SMILES): Cc1ccccc1.CC
Gap between HOMO and LUMO in Eh: 0.365

Atom charges from the Mulliken analysis, given in e for atoms 1 to 6: number 1, C, carries -1.37; number 2, C, carries 0.82; number 3, C, carries -0.60; number 4, C, carries -0.22; number 5, C, carries -0.78; number 6, C, carries -0.33



Least stable = model ii



Model i:
Entry from the OMol25 dataset: 2 unconnected molecules or ions with the total composition C9H14 (ωB97M-V/def2-TZVPD).

Geometry as ORCA input:
```
! RIJCOSX wB97M-V def2-TZVPD def2/J DEFGRID3
* xyz 0 1
C -0.87999 -1.57559 0.73273
C -1.11974 -0.13071 1.02795
C -2.32067 0.36261 1.53114
C -2.35691 1.71244 1.68130
C -1.23777 2.55258 1.60201
C 0.01910 2.06863 1.12807
C 0.02265 0.66938 0.78308
H -0.32797 -2.06461 1.55326
H -0.08056 -1.72681 0.06746
H -1.77315 -2.12843 0.45920
H -3.06194 -0.41743 1.74978
H -3.34583 2.09431 1.90632
H -1.34478 3.55617 1.82552
H 0.74010 2.73639 1.03880
H 0.75895 0.10809 0.18015
C 2.31266 -1.66048 -1.84282
C 1.81902 -0.37049 -2.43501
H 1.62831 -2.52065 -2.18639
H 3.33444 -1.78079 -2.25681
H 2.24527 -1.50888 -0.67544
H 2.10651 0.58537 -1.86779
H 0.71678 -0.30218 -2.57589
H 2.14553 -0.25891 -3.42663
*
```

Calculated values
Structure (SMILES): Cc1ccccc1.CC
Gap between HOMO and LUMO in Eh: 0.360

Atom charges from the Mulliken analysis, given in e for atoms 1 to 6: number 1, C, carries -1.19; number 2, C, carries 0.99; number 3, C, carries -0.54; number 4, C, carries -0.37; number 5, C, carries -0.47; number 6, C, carries -0.84



Model ii:
Entry from the OMol25 dataset: 2 unconnected molecules or ions with the total composition C9H14 (ωB97M-V/def2-TZVPD).

Geometry as ORCA input:
```
! RIJCOSX wB97M-V def2-TZVPD def2/J DEFGRID3
* xyz 0 1
C -2.53804 1.14705 2.40555
C -1.08907 1.07946 2.03485
C -0.24363 2.13532 2.33660
C 0.99991 2.25959 1.71690
C 1.45605 1.25185 0.87896
C 0.60384 0.20257 0.55594
C -0.67058 0.13745 1.08537
H -2.73313 1.65213 3.35859
H -2.98764 0.16310 2.55648
H -3.17668 1.66083 1.68330
H -0.46722 2.93394 3.03606
H 1.66820 3.08741 1.92370
H 2.50063 1.22291 0.60592
H 1.05651 -0.60645 -0.00049
H -1.26362 -0.75786 0.94368
C 1.24061 -2.74922 -2.80571
C 0.46011 -1.62183 -3.50021
H 0.57137 -3.59720 -2.65598
H 2.12766 -3.03952 -3.37096
H 1.62520 -2.45965 -1.82978
H 0.08118 -1.98203 -4.45184
H 1.14332 -0.78731 -3.65572
H -0.36496 -1.33254 -2.85121
*
```

Calculated values
Structure (SMILES): Cc1ccccc1.CC
Gap between HOMO and LUMO in Eh: 0.368

Atom charges from the Mulliken analysis, given in e for atoms 1 to 6: number 1, C, carries -1.33; number 2, C, carries 0.79; number 3, C, carries -0.44; number 4, C, carries -0.45; number 5, C, carries -0.55; number 6, C, carries -0.08



Model iii:
Entry from the OMol25 dataset: 2 unconnected molecules or ions with the total composition C9H14 (ωB97M-V/def2-TZVPD).

Geometry as ORCA input:
```
! RIJCOSX wB97M-V def2-TZVPD def2/J DEFGRID3
* xyz 0 1
C -0.10316 -1.85316 1.70276
C -0.48412 -0.53188 0.99958
C -0.89786 -0.68461 -0.32527
C -1.44470 0.40945 -0.93188
C -1.49546 1.56890 -0.31378
C -0.98402 1.74242 1.09655
C -0.55851 0.62369 1.78448
H -0.42520 -1.86447 2.77711
H 0.97993 -1.96916 1.83661
H -0.47349 -2.83851 1.34066
H -0.83410 -1.63751 -0.80299
H -1.95314 0.27538 -1.94263
H -1.70744 2.51100 -0.78800
H -0.98786 2.73737 1.47160
H -0.26825 0.65385 2.83285
C 2.25942 -0.94849 -2.14908
C 2.34394 0.30345 -1.29308
H 1.25429 -1.37070 -1.84936
H 2.30213 -0.58633 -3.13702
H 3.11601 -1.57749 -1.98976
H 2.03146 0.09101 -0.19922
H 1.72025 1.16914 -1.82625
H 3.43232 0.62783 -1.14534
*
```

Calculated values
Structure (SMILES): Cc1ccccc1.CC
Gap between HOMO and LUMO in Eh: 0.362

Atom charges from the Mulliken analysis, given in e for atoms 1 to 6: number 1, C, carries -1.52; number 2, C, carries 1.16; number 3, C, carries -0.59; number 4, C, carries -0.45; number 5, C, carries -0.55; number 6, C, carries -0.44



Model iv:
Entry from the OMol25 dataset: 2 unconnected molecules or ions with the total composition C9H14 (ωB97M-V/def2-TZVPD).

Geometry as ORCA input:
```
! RIJCOSX wB97M-V def2-TZVPD def2/J DEFGRID3
* xyz 0 1
C -1.55135 -0.92546 0.69522
C -0.06857 -0.65596 0.79294
C 0.87871 -1.64640 0.54282
C 2.23486 -1.36618 0.49250
C 2.69354 -0.08037 0.75758
C 1.78226 0.88369 1.13703
C 0.41766 0.59612 1.12606
H -2.04839 0.02071 0.51670
H -1.90922 -1.41870 1.60355
H -1.72547 -1.68469 -0.07064
H 0.58541 -2.66512 0.37152
H 2.92214 -2.13366 0.16671
H 3.76356 0.07674 0.72464
H 2.02498 1.91775 1.35654
H -0.25480 1.41240 1.31205
C -2.14610 1.97005 -1.87981
C -2.43165 0.61793 -2.52457
H -3.05043 2.58597 -1.98264
H -1.88487 1.93551 -0.82766
H -1.44776 2.57872 -2.44551
H -1.52640 0.09358 -2.82200
H -3.03285 0.76161 -3.42442
H -3.08992 0.02286 -1.88859
*
```

Calculated values
Structure (SMILES): Cc1ccccc1.CC
Gap between HOMO and LUMO in Eh: 0.371

Atom charges from the Mulliken analysis, given in e for atoms 1 to 6: number 1, C, carries -1.30; number 2, C, carries 0.62; number 3, C, carries -0.34; number 4, C, carries -0.46; number 5, C, carries -0.39; number 6, C, carries -0.60



Least stable = model i